Entry 1:
A molecular structure, C35H37GeN5O2ReS2, computed with ωB97M-V/def2-TZVPD.

Values from the calculation:
Expectation value of S²: 0.89
Net charge: +2
Spin multiplicity: 2
HOMO-LUMO gap (spin up / spin down), eV: 6.63 / 6.68
Max |F|, eV/A: 2.543
E_tot, a.u.: -4731.15604
LUMO energy (spin up / spin down), eV: -6.47 / -6.16

The geometry in XYZ format:
```
83
Properties=species:S:1:pos:R:3:lowdin_spin:R:1
C -1.35822 2.48560 -2.40925 0.00
H -2.95512 3.85570 3.62995 0.00
H -4.44372 2.47250 -1.01915 0.00
H 3.60618 0.95810 -0.09895 0.00
C 1.60478 2.79010 -0.15485 -0.01
C 5.95748 -2.73130 1.20025 0.00
H -5.13912 2.63190 0.59515 0.00
H -3.54412 -4.13700 -0.68995 0.00
H 3.12448 -1.95790 -4.03155 0.00
C -1.40452 -3.18570 2.29815 0.03
O 2.66598 -1.46360 1.61665 0.03
H -0.03482 2.74960 1.85845 0.00
C -1.30342 0.09170 -2.53755 0.00
H -0.66002 4.22510 2.58565 0.00
N -0.97882 -2.86190 1.06205 0.03
C -3.16742 3.70090 2.57245 0.00
C 2.71328 4.77830 -0.94075 0.00
C -2.29642 0.11180 -3.50165 0.00
H -2.89062 -4.07410 3.54445 0.00
N -3.33502 1.57180 0.48555 0.00
C 4.88518 -2.01460 1.66475 0.00
H 4.22408 5.58120 0.34145 0.00
Re 0.78008 -1.90740 1.03695 1.11
C 2.23748 0.09490 -1.49705 0.00
H -4.73902 0.22230 -0.20835 0.00
C -0.80332 1.27790 -2.00875 0.00
C 2.36658 2.83810 1.00895 0.00
H -0.65502 2.72980 3.53045 0.00
H 2.24408 2.06690 1.76105 0.00
H -3.19932 4.68100 2.09625 0.00
C -1.74282 -3.22970 0.01975 0.01
C -0.01362 -0.11720 0.68545 -0.17
C -3.65792 0.28870 -0.09915 0.00
H 6.61478 -4.19530 -0.23545 0.00
C 4.53098 -3.75780 -0.41635 0.00
C 3.50178 0.31890 -0.96505 0.00
C 3.46458 -3.00720 0.07695 0.01
H -2.66142 -0.80740 -3.93025 0.00
C -2.82512 1.32430 -3.91545 0.00
C -2.58752 -3.85050 2.53405 0.00
H -3.72422 3.60690 0.11615 0.00
H 5.37348 -1.46470 -3.13805 0.00
C 5.78168 -3.62540 0.14275 0.00
C 3.47408 4.81610 0.21645 0.00
H 4.92628 -1.32340 2.49245 0.00
C -2.31702 1.77020 1.29775 -0.01
C 4.62678 -0.23990 -1.54615 0.00
O -5.71812 -4.17830 1.16335 0.00
H -1.35582 -2.97670 -0.95955 0.00
C 3.29038 3.85190 1.19565 0.00
H 3.88738 3.87650 2.09525 0.00
H -3.59032 1.34990 -4.67335 0.00
Ge 0.71348 1.11750 -0.74605 -0.01
H 4.34138 -4.43150 -1.23515 0.00
S -1.28532 0.33070 1.76275 -0.05
H 6.92308 -2.61020 1.65935 0.00
H -0.90942 -0.84700 -2.16795 0.00
H 2.85538 5.51530 -1.71585 0.00
H 1.20928 3.72080 -2.03735 0.00
C -2.37182 2.50640 -3.35415 0.00
C 3.23858 -1.31010 -3.17735 0.00
C -2.94972 -3.87910 0.17265 0.00
N -2.11702 2.85760 2.02395 0.00
H -0.99962 3.41130 -1.97925 0.00
H -4.13922 3.22290 2.50525 0.00
H 1.14928 -0.91450 -3.03505 0.00
H -2.79612 3.45120 -3.65975 0.00
H 5.60288 -0.02260 -1.13565 0.00
N -4.87452 -5.84010 2.44955 0.00
H -4.06812 -6.34960 2.76735 0.00
H -3.20422 0.19900 -1.08965 0.00
C -4.78292 -4.75930 1.65975 0.00
S 1.87768 -3.12760 -0.60115 0.00
N 3.66778 -2.15930 1.10965 0.01
H -0.77042 -2.88700 3.13365 0.01
H -3.31472 -0.53890 0.51665 0.00
C 4.49778 -1.04740 -2.66525 0.00
C 1.78658 3.76880 -1.12495 0.00
C 2.11948 -0.73350 -2.60375 0.00
C -0.79062 3.14640 2.53185 0.00
C -4.20582 2.63930 0.02975 0.00
H -5.79022 -6.23410 2.60495 0.00
C -3.39302 -4.20680 1.45355 0.01
```

=====

Entry 2:
A molecular structure, C33H40MnN7O10S2, computed with ωB97M-V/def2-TZVPD.

Values from the calculation:
Expectation value of S²: 6.38
Net charge: +2
Spin multiplicity: 5
HOMO-LUMO gap (spin up / spin down), eV: 5.75 / 6.44
Max |F|, eV/A: 0.621
E_tot, a.u.: -4363.91710
LUMO energy (spin up / spin down), eV: -7.04 / -7.30

The geometry in XYZ format:
```
93
Properties=species:S:1:pos:R:3:lowdin_spin:R:1
H -1.44120 -1.47556 2.51639 0.00
H -0.59947 5.83692 0.15477 0.00
H 1.11196 5.91512 -0.30622 0.00
C -2.82050 -6.71877 -0.15823 0.00
C -1.33782 2.25175 0.14134 0.00
C -2.11469 9.03066 -2.17032 0.00
C -1.15546 -5.25792 -5.20260 0.00
H -1.54682 -6.11814 -5.72737 0.00
C -1.99155 -5.91833 -0.92225 0.05
C -1.52066 -5.03024 -3.89223 0.07
H 2.60272 -2.28111 2.54306 0.00
H -1.06427 4.14937 -1.53333 0.00
H -2.13235 8.76365 -3.22505 0.00
C -0.96288 -3.45506 3.22002 0.00
H 2.22833 -4.56078 3.46611 0.00
C -1.34503 -3.66229 -1.81208 0.23
N 0.59804 -1.80775 2.51078 -0.04
H -3.06666 -2.18379 4.15176 0.00
C 1.61245 -2.64185 2.77056 0.00
H 1.97530 -0.11947 6.22405 0.00
O -0.16803 0.88324 2.81810 0.05
H -4.51574 -6.78857 1.15125 0.00
C 0.09977 5.77139 -0.67954 0.00
O 0.95258 -5.06115 -1.08776 0.11
H -0.14002 -5.34032 3.79874 0.00
H -1.87488 2.19200 -0.80546 0.00
H 1.90394 -0.21649 4.46505 0.00
C 1.45619 2.93380 3.40049 0.00
H -3.09805 9.40323 -1.89015 0.00
N -3.32205 -3.03144 3.67500 0.00
C 1.78828 3.99328 4.44403 0.00
H -1.54655 1.35248 0.71199 0.00
H -3.43699 -2.91232 -0.25878 0.00
O -2.61327 -5.12720 3.16547 0.00
H 1.18799 3.39128 2.44653 0.00
H -1.38788 9.82656 -2.02104 0.00
H -2.21989 -5.69523 -3.41017 0.00
O -0.23590 6.70091 -3.10680 0.00
C -2.20373 -4.53530 -0.98455 0.02
H 0.36589 4.58662 -2.45792 0.00
C 2.05881 3.11512 -0.77823 0.00
C 0.17634 -3.24449 -5.19737 0.00
C -4.08622 -4.78753 0.50948 0.00
H -2.63654 -7.78272 -0.10704 0.00
S -0.01045 2.00786 3.86578 0.01
H 0.83499 -2.55792 -5.71071 0.00
H -1.15663 -6.36196 -1.44785 0.00
H -1.72221 8.07508 -0.24992 0.00
C -3.24812 -3.97724 -0.23453 0.05
N 3.06350 3.92752 -1.42860 0.00
O 2.61430 0.06367 2.04997 -0.20
N 0.58966 -2.90311 -0.22849 0.08
C 1.38782 -3.91132 3.27007 0.00
O 2.68766 4.92171 -2.01278 0.00
H -0.01962 -4.55991 -6.88375 0.00
O 4.20109 3.53610 -1.31713 0.00
H -2.47695 6.99993 -1.46041 0.00
H 3.20524 1.47883 0.13161 0.00
C 0.12520 2.37426 -0.09126 0.00
O -0.34992 -0.83461 0.06004 0.04
C -0.18341 -3.00813 -3.89026 0.07
H 2.69791 1.15275 5.25249 0.00
N 0.69922 3.36258 -0.79329 0.00
H 0.93389 4.63689 4.65377 0.00
C -3.87257 -6.15863 0.55280 0.06
C 0.48547 -4.02189 -0.87557 0.08
C -1.77264 7.82001 -1.30917 0.00
H -2.00021 -1.61887 -1.63569 0.00
C -1.03452 -3.90153 -3.20356 0.03
H 2.13196 3.55191 5.37818 0.00
C 0.08740 -4.33592 3.46555 0.01
H 2.59231 4.62107 4.06421 0.00
N 1.05852 1.52448 0.35142 -0.03
H 0.20757 -2.13829 -3.37795 0.00
C 2.27997 1.98247 -0.07652 0.00
C -0.66445 -2.19360 2.75274 0.00
H 2.26691 2.22575 3.22979 0.00
H 0.51353 1.99271 6.12195 0.00
N -1.29482 -2.29497 -1.38471 0.04
C -2.37589 -3.95961 3.36690 0.00
C -0.35012 -1.97681 -0.49208 0.02
H -4.24664 -3.38994 3.86060 0.00
C -0.30284 -4.37469 -5.85674 0.10
H -0.30705 0.53334 5.60977 0.00
O 0.81753 8.18029 -1.38286 0.00
O 2.53390 -0.70908 0.91658 -0.21
H -4.91228 -4.34817 1.05250 0.00
C 1.85584 0.46529 5.31273 0.00
C -0.02774 4.46588 -1.45311 0.00
Mn 0.85553 -0.12232 1.46013 3.34
C 0.52767 1.19618 5.37363 0.00
S -0.16580 7.20853 -1.76105 0.00
H -1.72341 3.10931 0.69461 0.00
```

=====

Entry 3:
A molecular structure, C30H35BCdF6N13O4S2, computed with ωB97M-V/def2-TZVPD.

Values from the calculation:
Expectation value of S²: 0.75
Spin multiplicity: 2
HOMO-LUMO gap (spin up / spin down), eV: 7.67 / 6.38
Max |F|, eV/A: 0.380
E_tot, a.u.: -3765.25335
LUMO energy (spin up / spin down), eV: 0.16 / -1.13

The geometry in XYZ format:
```
92
Properties=species:S:1:pos:R:3:lowdin_spin:R:1
H -3.22020 -5.61595 1.52499 0.00
H 2.06842 4.64267 -2.30959 0.00
C 1.13600 5.55275 2.24590 0.00
F -1.21415 -3.76758 -3.01278 0.00
C -2.29377 1.42623 1.80367 0.00
C 1.52863 3.81160 -1.89124 0.00
N -2.24983 4.18584 0.34798 0.00
N -1.81472 1.06570 -1.73065 0.00
H -0.79098 -5.94009 0.74791 0.00
C -3.69173 3.18215 -1.02819 0.00
C 3.18718 -1.19499 2.14475 0.00
H 2.94122 5.09895 1.18565 0.00
H -3.03639 2.20603 1.78089 0.00
N -2.77637 -1.90159 0.26985 0.44
H -1.46927 -5.39621 -0.79495 0.00
F -0.78542 -2.26774 -4.51544 0.00
Cd 1.38733 -0.16933 -0.02119 0.00
H -5.32276 4.63448 -0.75720 0.00
B -1.42925 2.01293 -0.57469 0.00
C -0.89725 -0.20237 2.25765 0.00
C 1.94193 2.47923 -1.79218 0.00
O 0.10393 -1.68688 -1.60404 0.00
F 5.51013 -1.83843 -3.78156 0.00
C -1.86604 -4.08609 0.88880 0.03
C 2.36775 -3.05562 1.36789 0.00
H -1.10385 -2.58570 -0.50201 0.01
N 2.26685 -1.71660 1.26747 0.00
O 1.64822 -3.55538 -1.94387 0.00
H 3.59289 -4.42240 2.59959 0.00
N -0.61605 0.22496 1.03198 0.00
H 1.19929 6.61488 2.04495 0.00
F 0.36504 -4.09813 -4.46039 0.00
H -0.02459 -4.61942 -0.13668 0.00
H -3.75993 -4.76848 0.07115 0.00
H -2.25700 0.21890 -4.84009 0.00
F 3.89399 -3.23468 -4.12072 0.00
H -0.23775 -3.38438 2.14707 0.00
H 3.31991 2.76387 0.42320 0.00
N -2.69818 0.05633 -1.58555 0.00
O 3.54755 0.07281 -4.02343 0.00
C -1.54316 1.26369 -3.03449 0.00
H -3.90878 -4.01436 1.67830 0.00
H -0.30349 -0.99253 2.69267 0.00
F 4.63212 -2.89505 -2.11399 0.00
H 0.91243 1.76445 2.92264 0.00
C 0.06847 5.04384 2.97460 0.00
C -2.26002 0.34897 -3.77254 0.00
N -1.46459 1.23763 0.76442 0.00
C -0.23932 -3.17739 -3.72420 0.00
H -4.02524 2.42537 -1.71967 0.00
C 3.31398 -3.41791 2.32413 0.00
S 3.16050 -0.91819 -3.07568 0.00
H -2.42389 0.41202 3.76144 0.00
C 3.43082 0.21739 2.19086 0.00
C -1.96936 0.51595 2.79143 0.00
H -1.24180 -4.64578 2.87225 0.00
H -0.70428 5.70634 3.34266 0.00
H -1.85775 -2.98860 2.76204 0.00
C -3.27932 -4.64138 1.04211 0.01
N 2.81168 1.03727 1.42520 0.00
C 2.04864 3.32979 2.00663 0.00
N 1.75610 -1.51908 -3.48820 0.00
N 1.00090 1.74333 -1.21475 0.00
N -0.03218 2.57587 -0.92781 0.00
C 2.11578 4.70062 1.76644 0.00
H 1.78984 -3.70543 0.72770 0.00
C 4.37772 -2.32371 -3.28066 0.00
C 3.14404 2.44445 1.45337 0.00
H -2.69506 -1.06068 -0.37569 0.01
H 2.86916 2.02109 -2.09957 0.00
C -1.26096 -3.74809 2.25349 0.02
H -0.43036 4.62795 -1.18176 0.00
C -2.96024 -0.38591 -2.81141 0.00
H -0.85692 2.03499 -3.34584 0.00
C -0.00457 3.68310 3.21702 0.00
H -0.83552 3.27566 3.77838 0.00
N -2.44750 3.14455 -0.49404 0.00
C -0.98416 -5.06760 0.12504 0.00
H 4.19871 0.57446 2.88360 0.00
H -3.62610 -2.14343 0.75660 0.01
S 0.95577 -2.44417 -2.52867 0.00
C 0.27011 3.82489 -1.33056 0.00
C 0.97896 2.82786 2.73289 0.00
C 3.84219 -2.22033 2.82124 0.00
H -3.45853 5.78121 0.91154 0.00
H 4.07985 2.61469 2.00141 0.00
O 3.22746 -0.59701 -1.66307 0.00
N -1.90994 -2.86311 0.07102 0.46
C -4.32814 4.29215 -0.53026 0.00
H 4.61575 -2.09894 3.56424 0.00
H -3.62668 -1.22422 -2.95002 0.00
C -3.37391 4.88100 0.32257 0.00
```

=====

Entry 4:
A molecular structure, C19H25As2NPdTe, computed with ωB97M-V/def2-TZVPD.

Values from the calculation:
Net charge: +2
HOMO-LUMO gap, eV: 6.44
Max |F|, eV/A: 0.843
E_tot, a.u.: -5660.64076
LUMO energy, eV: -7.45

The geometry in XYZ format:
```
49
Properties=species:S:1:pos:R:3:nbo_charge:R:1
C -0.32683 -4.79111 -0.08323 -0.12
C -1.71452 -4.69831 -0.02261 0.02
C -1.87157 -7.10134 -0.05866 -0.17
H 2.26294 -1.30199 0.42815 0.25
C 3.09516 2.97539 1.03708 -0.19
H 1.16287 -3.49041 -0.99317 0.24
H 3.09063 1.42034 -1.93347 0.26
H -1.85718 3.93759 -2.36646 0.26
H 2.16891 -0.05377 -2.33369 0.26
As -0.90006 3.22891 -0.14790 1.17
H 1.19936 -3.50639 0.78660 0.24
C -0.48707 -7.19287 -0.12309 -0.18
C -0.84590 3.87892 -1.96698 -0.94
H 3.54711 -0.08052 0.46433 0.26
C 0.28167 -6.04390 -0.13565 -0.18
H -1.92811 5.41801 0.37153 0.26
C 0.56037 -3.57045 -0.09127 -0.55
H 1.45959 1.54131 -2.63573 0.25
H -0.39612 4.87109 -1.95374 0.26
H -0.25355 3.21352 -2.58907 0.25
C 2.51598 -0.29174 0.74311 -0.93
H -2.47467 -7.99875 -0.04856 0.24
C 0.83614 3.66281 0.56919 -0.38
H 2.38617 -0.20209 1.81924 0.27
C 1.82615 2.69108 0.54828 -0.37
Pd -1.00858 0.76434 -0.11820 0.23
H -5.19111 0.97536 0.03649 0.49
C -2.48140 -5.86153 -0.00983 -0.21
H -3.07268 -3.20819 -0.83439 0.25
H -3.56109 -5.79338 0.03763 0.23
N -4.18702 0.91869 0.01675 -0.56
C -3.05303 0.74986 -0.06276 0.31
H -2.98781 -3.21723 0.93912 0.25
C 1.10725 4.92630 1.08085 -0.14
H 1.36096 -6.11752 -0.18583 0.22
C 2.09951 0.96978 -1.96863 -0.94
H -3.16135 4.14345 0.41232 0.26
H 3.87765 2.22727 1.02383 0.23
C -2.14982 4.40831 0.71317 -0.94
C -2.42201 -3.36658 0.02249 -0.59
C 2.37314 5.20685 1.57844 -0.18
H 0.34612 5.69577 1.10381 0.22
H -2.05895 4.33719 1.79432 0.27
H -0.00779 -8.16124 -0.16431 0.24
H 4.34514 4.45189 1.95555 0.25
As 1.38389 0.96418 -0.17414 1.14
H 2.58231 6.18434 1.99098 0.25
C 3.36355 4.23487 1.55708 -0.16
Te -0.83434 -1.94810 -0.02899 0.41
```